[1]
{"formula": "C4H10N2O2", "method": "ωB97M-V/def2-TZVPD", "symbols": ["O", "O", "N", "N", "C", "C", "C", "C", "H", "H", "H", "H", "H", "H", "H", "H", "H", "H"], "coordinates": [[1.139, 1.592, -1.215], [-0.785, -0.737, 0.582], [0.637, 0.539, 1.847], [-0.973, 0.793, -1.598], [-0.702, -1.106, 2.971], [-0.301, -0.478, 1.656], [0.393, 0.887, -1.853], [0.848, 0.290, -3.166], [1.041, 0.786, 0.947], [1.810, 0.747, -3.381], [0.137, -1.392, 3.587], [-1.485, -0.596, 3.546], [0.865, -0.793, -2.954], [-1.270, 0.823, -0.628], [-1.112, -2.116, 2.798], [0.035, 0.236, -3.905], [1.290, 0.516, 2.610], [-1.566, 0.010, -1.846]], "total_charge": 0, "energy_ha": -418.42470, "smiles": "CC(N)=O.CC(N)=O", "lumo_energy_ev": 0.8, "e_homo_ev": -9.718, "orbital_gap_ha": 0.38706}



[2]
{"formula": "C7H11NO", "method": "ωB97M-V/def2-TZVPD", "symbols": ["O", "N", "C", "C", "C", "C", "C", "C", "C", "H", "H", "H", "H", "H", "H", "H", "H", "H", "H", "H"], "coordinates": [[-0.622, -1.542, -0.544], [0.098, 0.660, -3.108], [-1.101, 0.017, 2.160], [-0.441, -0.921, -1.669], [-0.566, -0.369, -3.881], [0.003, 0.791, 2.122], [-1.025, -1.289, -3.014], [1.304, 0.170, 2.205], [0.084, 0.314, -1.731], [-0.069, 1.808, 1.895], [-1.394, -2.206, -3.380], [-0.907, -0.197, -4.935], [-2.122, 0.476, 2.138], [2.033, 0.620, 3.044], [1.217, -1.029, 2.412], [0.350, 1.607, -3.543], [-0.999, -1.042, 2.216], [-0.674, -0.904, 0.213], [1.839, 0.325, 1.175], [0.533, 0.953, -0.970]], "total_charge": 0, "energy_ha": -403.22030, "smiles": "Oc1cc[nH]c1.C=CC", "lumo_energy_ev": 1.0, "e_homo_ev": -7.690, "orbital_gap_ha": 0.31813}



[3]
{"formula": "C4H8N4O2", "method": "ωB97M-V/def2-TZVPD", "symbols": ["O", "O", "N", "N", "N", "N", "C", "C", "C", "C", "H", "H", "H", "H", "H", "H", "H", "H"], "coordinates": [[2.633, -1.224, 0.998], [0.854, 1.719, -1.424], [-0.420, -1.067, 0.248], [2.624, -0.334, -1.115], [-0.085, 2.225, 0.684], [0.108, -0.484, 1.540], [0.494, 1.371, -0.288], [-1.729, -0.716, -0.117], [2.088, -0.675, 0.070], [0.682, -0.145, 0.257], [0.552, -1.351, 1.896], [-0.386, 3.106, 0.207], [2.049, 0.152, -1.855], [-0.663, 1.880, 1.413], [-2.169, -1.061, -0.970], [-2.295, -0.952, 0.685], [3.560, -0.560, -1.385], [-1.887, 0.447, -0.186]], "total_charge": 0, "energy_ha": -526.66861, "smiles": "CN1NC1(C(N)=O)C(N)=O", "lumo_energy_ev": 0.8, "e_homo_ev": -9.574, "orbital_gap_ha": 0.38293}



[4]
{"formula": "Cl2H3P3", "method": "ωB97M-V/def2-TZVPD", "symbols": ["Cl", "Cl", "P", "P", "P", "H", "H", "H"], "coordinates": [[3.006, -0.900, 0.502], [2.195, 2.380, -0.443], [-0.022, -0.245, 0.763], [1.601, -0.221, -0.735], [-1.734, 0.418, -0.393], [0.074, -1.702, 0.555], [-2.445, -0.704, -0.778], [-2.675, 0.974, 0.527]], "total_charge": 0, "energy_ha": -1946.20706, "lumo_energy_ev": -1.7, "e_homo_ev": -9.348, "orbital_gap_ha": 0.28124}



Repeat the second record exactly.
{"formula": "C7H11NO", "method": "ωB97M-V/def2-TZVPD", "symbols": ["O", "N", "C", "C", "C", "C", "C", "C", "C", "H", "H", "H", "H", "H", "H", "H", "H", "H", "H", "H"], "coordinates": [[-0.622, -1.542, -0.544], [0.098, 0.660, -3.108], [-1.101, 0.017, 2.160], [-0.441, -0.921, -1.669], [-0.566, -0.369, -3.881], [0.003, 0.791, 2.122], [-1.025, -1.289, -3.014], [1.304, 0.170, 2.205], [0.084, 0.314, -1.731], [-0.069, 1.808, 1.895], [-1.394, -2.206, -3.380], [-0.907, -0.197, -4.935], [-2.122, 0.476, 2.138], [2.033, 0.620, 3.044], [1.217, -1.029, 2.412], [0.350, 1.607, -3.543], [-0.999, -1.042, 2.216], [-0.674, -0.904, 0.213], [1.839, 0.325, 1.175], [0.533, 0.953, -0.970]], "total_charge": 0, "energy_ha": -403.22030, "smiles": "Oc1cc[nH]c1.C=CC", "lumo_energy_ev": 1.0, "e_homo_ev": -7.690, "orbital_gap_ha": 0.31813}